1.
{"formula": "C38H37AsN2OPTm", "method": "wB97M-V/def2-TZVPD", "e_tot_ha": -5316.88615, "total_charge": 2, "spin_multiplicity": 3, "lumo_ev": [-5.2, -5.2], "de_lowest_kj_mol": 0.0, "fmax_ha_per_bohr": 0.0262, "gap_ev": [7.8, 7.8], "elements": ["Tm", "N", "C", "C", "N", "H", "H", "H", "H", "H", "H", "H", "H", "C", "C", "C", "C", "C", "C", "P", "C", "C", "C", "C", "C", "C", "C", "C", "C", "C", "C", "C", "H", "H", "H", "H", "H", "H", "H", "H", "H", "H", "H", "H", "H", "H", "O", "As", "C", "C", "C", "C", "C", "C", "C", "C", "C", "C", "C", "C", "C", "C", "C", "C", "C", "C", "H", "H", "H", "H", "H", "H", "H", "H", "H", "H", "H", "H", "H", "H", "H"], "coordinates": [[0.08562, 0.22595, 1.42614], [0.28911, 0.14694, 4.00480], [1.41115, -0.67472, 4.51435], [2.62134, -0.48949, 3.63033], [2.26519, -0.88639, 2.24931], [0.35583, 1.08922, 4.38366], [-0.59207, -0.21367, 4.35949], [1.09357, -1.71922, 4.49387], [1.65320, -0.43330, 5.54947], [3.46775, -1.05814, 4.01714], [2.91583, 0.56219, 3.60745], [2.17898, -1.89969, 2.20564], [3.02029, -0.65372, 1.60919], [-6.04884, -3.64572, 2.69083], [-5.44606, -2.84866, 3.65676], [-4.31619, -2.11467, 3.33493], [-3.79979, -2.16629, 2.04012], [-4.40261, -2.96499, 1.07394], [-5.52796, -3.70745, 1.40585], [-2.37791, -1.13229, 1.67467], [-1.67869, -1.66138, 0.07528], [-2.12565, -1.18393, -1.15965], [-1.55536, -1.65606, -2.32907], [-0.54759, -2.61760, -2.28098], [-0.10075, -3.10701, -1.06294], [-0.65660, -2.61417, 0.10997], [-2.91707, 0.57581, 1.33228], [-4.25802, 0.92871, 1.21659], [-4.59055, 2.25754, 0.98324], [-3.58822, 3.21190, 0.86816], [-2.25184, 2.84144, 0.98644], [-1.86815, 1.52064, 1.23030], [-6.92703, -4.22483, 2.94343], [-5.85087, -2.80417, 4.65878], [-3.84448, -1.49698, 4.09086], [-4.00278, -3.01613, 0.06838], [-5.99766, -4.33217, 0.65792], [-2.91176, -0.43831, -1.19378], [-1.90582, -1.28841, -3.28523], [-0.11798, -2.99090, -3.20253], [0.67651, -3.85915, -1.02870], [-0.32213, -2.99877, 1.07145], [-5.03771, 0.18145, 1.31130], [-5.63012, 2.54559, 0.89557], [-3.85138, 4.24835, 0.69629], [-1.50009, 3.61987, 0.89040], [0.89048, -0.05244, -0.46014], [1.90841, 0.75370, -1.56623], [3.18903, 1.52055, -0.38211], [2.65365, 2.27772, 0.66668], [3.48825, 2.80763, 1.63701], [4.86030, 2.57704, 1.56399], [5.39128, 1.84370, 0.51560], [4.55708, 1.31419, -0.46794], [2.63069, -0.47760, -2.78845], [3.53983, -1.44010, -2.34830], [3.98337, -2.40855, -3.23341], [3.51427, -2.41573, -4.54266], [2.59866, -1.46497, -4.97165], [2.14564, -0.49041, -4.09342], [0.93701, 2.10594, -2.44457], [-0.38692, 2.32942, -2.08502], [-1.08467, 3.35981, -2.70143], [-0.46006, 4.14249, -3.66148], [0.86498, 3.90849, -4.01553], [1.57634, 2.88782, -3.40548], [1.59692, 2.55228, 0.66850], [3.08378, 3.42865, 2.42631], [5.51747, 2.99796, 2.31339], [6.46043, 1.68984, 0.45181], [4.98551, 0.76002, -1.29274], [3.89722, -1.44614, -1.32620], [4.69453, -3.15505, -2.90608], [3.86759, -3.17059, -5.23274], [2.23844, -1.47923, -5.99149], [1.43174, 0.25029, -4.43009], [-0.88164, 1.71248, -1.34532], [-2.11597, 3.54510, -2.43038], [-1.00898, 4.94204, -4.14148], [1.34169, 4.52361, -4.76664], [2.60900, 2.71282, -3.68399]], "forces_ev_per_a": [[-0.398, -0.949, 0.870], [0.015, 0.290, -0.333], [-0.108, -0.043, 0.098], [0.067, 0.002, -0.090], [-0.075, 0.144, -0.076], [0.016, -0.006, 0.051], [-0.049, -0.004, -0.078], [0.012, -0.010, -0.006], [0.013, 0.001, 0.004], [-0.003, -0.012, 0.024], [0.013, 0.006, 0.012], [-0.011, -0.015, -0.017], [0.004, 0.041, 0.007], [-0.011, -0.007, 0.009], [0.024, -0.006, -0.058], [-0.064, -0.032, 0.018], [-0.018, 0.004, 0.031], [-0.073, -0.060, -0.004], [0.035, 0.026, 0.011], [0.399, 0.271, 0.089], [-0.206, -0.174, -0.049], [0.069, 0.071, -0.005], [0.051, -0.032, -0.021], [-0.028, 0.026, -0.029], [-0.004, 0.122, 0.004], [0.003, -0.125, 0.019], [-0.110, 0.031, 0.051], [-0.029, 0.076, -0.052], [0.009, -0.029, 0.004], [0.006, -0.035, 0.008], [-0.118, 0.051, -0.034], [0.344, 0.066, 0.047], [0.004, 0.003, -0.002], [-0.007, -0.008, -0.009], [0.008, 0.003, -0.017], [0.007, 0.017, 0.024], [-0.003, 0.003, 0.012], [-0.010, -0.014, -0.001], [0.004, -0.006, 0.002], [0.000, 0.005, 0.016], [-0.012, -0.007, 0.007], [-0.026, -0.048, -0.001], [0.009, -0.001, 0.005], [0.011, 0.002, 0.004], [0.000, -0.008, -0.001], [0.003, -0.009, 0.005], [0.420, 0.562, -0.710], [-0.269, -0.288, 0.326], [0.116, 0.089, 0.108], [0.062, 0.084, -0.018], [0.013, -0.012, -0.019], [0.002, 0.010, 0.020], [-0.004, -0.011, -0.022], [0.029, 0.034, 0.069], [0.082, -0.223, -0.069], [-0.032, -0.047, -0.096], [-0.012, 0.030, 0.001], [0.007, -0.015, -0.002], [0.006, 0.007, 0.009], [0.120, -0.037, -0.036], [-0.124, 0.111, -0.039], [-0.047, 0.073, -0.119], [0.008, -0.022, 0.006], [0.002, 0.010, -0.007], [0.001, -0.005, 0.002], [-0.119, 0.113, -0.015], [-0.034, -0.018, -0.019], [-0.004, -0.003, -0.007], [-0.008, -0.007, 0.001], [-0.013, -0.001, -0.009], [-0.013, -0.028, -0.018], [-0.001, 0.022, 0.033], [-0.005, 0.002, -0.012], [-0.006, 0.007, 0.002], [0.000, -0.002, 0.007], [-0.017, 0.009, 0.022], [0.026, -0.026, 0.026], [0.012, -0.001, 0.000], [0.015, -0.006, 0.000], [0.002, -0.004, 0.007], [0.020, -0.026, 0.027]]}



2.
{"formula": "C38H37BrGaN2O5", "method": "wB97M-V/def2-TZVPD", "e_tot_ha": -6454.66249, "total_charge": 1, "lumo_ev": -3.3, "de_lowest_kj_mol": 91.5, "fmax_ha_per_bohr": 0.0048, "gap_ev": 7.6, "elements": ["Ga", "C", "C", "C", "O", "C", "C", "O", "C", "O", "C", "C", "C", "C", "C", "C", "C", "C", "C", "C", "C", "C", "C", "O", "C", "C", "C", "C", "C", "C", "C", "C", "C", "C", "C", "C", "H", "H", "H", "H", "H", "H", "H", "H", "H", "H", "H", "H", "H", "H", "H", "H", "H", "H", "H", "H", "H", "H", "H", "H", "H", "H", "H", "H", "Br", "C", "C", "C", "N", "C", "C", "H", "H", "H", "H", "C", "C", "N", "O", "H", "H", "H", "H", "H"], "coordinates": [[1.61066, -0.67676, -0.02654], [-4.12563, 1.42554, 0.48205], [-2.97080, 1.04489, 1.37890], [-3.30170, 1.17130, 2.85540], [-2.57705, -0.31579, 1.09478], [-1.20165, -0.39663, 0.77483], [-0.71908, 1.01148, 1.27083], [-1.83983, 1.82538, 1.03416], [0.61516, 1.73516, 0.94244], [1.66190, 0.75856, 1.04228], [0.93721, 2.73230, 2.06839], [0.89817, 2.31369, 3.39750], [1.26178, 3.16171, 4.42857], [1.69315, 4.45080, 4.15307], [1.76856, 4.87014, 2.83735], [1.39945, 4.01715, 1.80563], [0.57609, 2.44599, -0.40715], [-0.38057, 3.43666, -0.64925], [-0.45159, 4.07102, -1.87584], [0.43339, 3.73924, -2.89445], [1.41091, 2.79096, -2.65492], [1.48213, 2.16391, -1.41603], [-1.06041, -1.07214, -0.63150], [0.25037, -0.89191, -1.16011], [-1.28132, -2.58112, -0.42654], [-2.17103, -3.10702, 0.50725], [-2.32033, -4.48127, 0.65000], [-1.57968, -5.35494, -0.13124], [-0.70326, -4.83920, -1.07709], [-0.56649, -3.46742, -1.22859], [-2.04652, -0.51291, -1.64483], [-3.22667, -1.16461, -1.97811], [-4.11138, -0.60203, -2.88911], [-3.81976, 0.61278, -3.48682], [-2.63355, 1.26117, -3.16993], [-1.75596, 0.70007, -2.25924], [-4.97765, 0.77809, 0.68464], [-3.83466, 1.31874, -0.56054], [-4.42099, 2.45634, 0.67371], [-4.15029, 0.53383, 3.09856], [-3.56128, 2.20279, 3.08606], [-2.46277, 0.87394, 3.48167], [-0.72909, -1.11209, 1.47327], [-0.64363, 0.81337, 2.34824], [0.60550, 1.30387, 3.65262], [1.21419, 2.81123, 5.44998], [1.97623, 5.11552, 4.95671], [2.11714, 5.86621, 2.60331], [1.47499, 4.37280, 0.78988], [-1.07139, 3.71300, 0.13068], [-1.20376, 4.83061, -2.03802], [0.36963, 4.22890, -3.85615], [2.12668, 2.53917, -3.42574], [2.29156, 1.46554, -1.25185], [-2.77817, -2.44589, 1.10859], [-3.03184, -4.86766, 1.36872], [-1.70527, -6.42351, -0.02804], [-0.14686, -5.50891, -1.71955], [0.09418, -3.06669, -1.98484], [-3.48208, -2.10969, -1.51989], [-5.02850, -1.12096, -3.13144], [-4.50676, 1.04843, -4.19872], [-2.38635, 2.20653, -3.63388], [-0.83362, 1.20738, -2.03182], [7.49341, -0.91756, -2.97076], [5.81954, -0.84784, -2.14626], [5.59414, 0.03392, -1.09695], [4.34461, 0.05326, -0.51559], [3.35978, -0.75355, -0.93333], [3.57680, -1.60140, -1.94688], [4.79458, -1.67979, -2.58408], [6.36992, 0.69476, -0.74017], [4.09525, 0.72230, 0.29859], [2.73682, -2.21324, -2.25065], [4.93947, -2.36437, -3.40516], [2.39145, -4.62771, 0.83299], [1.56656, -3.47964, 1.31410], [0.55332, -3.71343, 2.11853], [1.86910, -2.31043, 0.96686], [2.06922, -5.57687, 1.24982], [3.43152, -4.44386, 1.09735], [2.31154, -4.66936, -0.25361], [0.27164, -4.65656, 2.33491], [-0.05845, -2.95571, 2.38797]], "forces_ev_per_a": [[-0.228, 0.034, 0.092], [0.033, 0.011, 0.025], [0.011, 0.026, -0.115], [-0.029, -0.016, -0.032], [0.048, 0.048, 0.161], [0.037, -0.126, 0.155], [-0.068, -0.038, 0.105], [-0.061, -0.093, 0.087], [0.030, -0.078, -0.017], [-0.056, -0.039, -0.061], [0.055, 0.072, 0.012], [0.001, -0.023, 0.041], [0.006, 0.010, -0.002], [0.003, 0.003, -0.001], [0.004, -0.008, 0.013], [-0.053, -0.007, 0.010], [-0.050, -0.014, -0.037], [0.016, -0.012, 0.005], [0.030, -0.024, -0.021], [0.001, -0.010, 0.009], [-0.013, 0.014, 0.008], [0.146, -0.044, -0.013], [0.088, 0.043, -0.047], [0.031, 0.028, 0.113], [0.057, -0.020, -0.127], [-0.054, -0.038, 0.001], [-0.002, -0.023, 0.017], [0.021, 0.018, -0.027], [-0.052, -0.031, 0.004], [0.020, 0.009, 0.045], [-0.013, 0.059, -0.104], [-0.114, 0.044, 0.076], [0.018, -0.019, 0.012], [0.024, 0.024, 0.009], [-0.075, -0.020, -0.044], [0.042, -0.009, -0.037], [-0.003, -0.019, 0.007], [0.002, 0.013, -0.023], [0.012, 0.026, 0.014], [-0.017, -0.024, -0.006], [-0.016, 0.033, -0.005], [0.063, -0.002, 0.015], [-0.053, 0.062, -0.055], [-0.063, 0.057, -0.132], [0.018, -0.023, -0.014], [0.001, -0.013, 0.049], [0.007, 0.029, 0.035], [0.013, 0.043, -0.009], [0.007, 0.011, -0.054], [-0.009, 0.022, 0.007], [-0.031, 0.027, -0.007], [0.003, 0.019, -0.031], [0.023, -0.005, -0.025], [-0.072, 0.050, 0.020], [0.001, 0.017, 0.031], [-0.014, -0.003, 0.009], [-0.006, -0.058, 0.009], [0.024, -0.033, -0.029], [0.009, 0.005, -0.027], [0.015, -0.024, -0.003], [-0.030, -0.017, -0.012], [-0.030, 0.018, -0.027], [0.001, 0.031, -0.012], [0.068, -0.001, -0.004], [0.011, 0.007, -0.007], [-0.035, -0.007, 0.019], [-0.023, -0.015, -0.008], [0.115, 0.016, 0.032], [0.032, -0.059, -0.046], [0.022, -0.036, -0.103], [-0.009, 0.056, 0.048], [0.005, -0.001, -0.002], [-0.002, 0.039, 0.019], [-0.007, -0.005, -0.014], [0.008, -0.025, -0.022], [-0.006, 0.035, -0.013], [-0.136, -0.053, -0.086], [0.069, 0.042, 0.063], [0.143, 0.052, 0.109], [-0.012, -0.041, 0.015], [0.025, 0.004, -0.007], [0.017, 0.006, 0.021], [-0.008, 0.075, -0.028], [0.010, -0.079, -0.023]]}